# 1
Molecular formula: C19H76BeN38O23S
Method: DFT, ωB97M-V with the def2-TZVPD basis set

```
158
Properties=species:S:1:pos:R:3:forces:R:3
Be -2.5288 0.8033 -0.8824 0.371 -1.173 -0.035
S 0.3697 0.8165 0.1636 0.210 -0.460 -2.391
O 0.6105 1.4805 1.4149 0.340 1.127 0.467
O -0.2154 1.7365 -0.8417 -2.256 0.868 -0.153
O 1.6234 0.3655 -0.4497 0.365 -0.456 0.976
O -0.5902 -0.2716 0.3255 -1.370 -0.335 -0.148
C 4.9031 1.9939 0.8037 -0.257 -1.840 -0.203
O 6.0515 1.9057 1.0773 3.450 -0.316 1.874
N 3.9331 1.1704 1.1128 -1.599 -2.736 1.988
N 4.4498 2.8461 -0.0320 -1.002 5.907 -4.316
H 3.0247 1.3109 0.6941 0.118 -0.706 0.397
H 4.1592 0.3966 1.7212 -0.494 0.065 -0.335
H 3.5184 2.9161 -0.4164 0.122 -0.250 0.219
H 5.0908 3.5582 -0.3515 -0.079 -0.146 -0.012
C -3.4719 -0.0548 2.5840 1.823 2.835 -3.054
O -3.2777 0.0940 1.3478 -0.305 0.334 0.332
N -3.7390 -1.1822 3.1159 -1.677 -4.383 1.073
N -3.3397 0.9013 3.4998 -0.077 1.466 -0.106
H -3.9696 -1.2131 4.0987 -0.024 -0.560 -0.359
H -3.9957 -1.9264 2.4831 0.042 0.031 0.474
H -3.0463 1.7996 3.1434 0.072 -0.125 0.697
H -3.4049 0.6047 4.4631 0.388 1.008 -0.036
C 3.2058 -2.5698 0.2713 0.991 -4.286 -0.414
O 3.7503 -3.6651 0.3862 0.741 -0.012 -0.242
N 2.8616 -1.8525 1.2875 -0.537 2.614 3.214
N 2.7131 -2.1373 -0.8734 -0.361 1.184 -2.213
H 3.2230 -2.0975 2.1982 -0.251 0.016 -0.108
H 2.3275 -1.0145 1.1070 0.148 0.000 0.551
H 2.7899 -2.7023 -1.7071 -0.157 -0.310 0.253
H 2.4323 -1.1673 -0.8528 -0.592 -0.002 -0.652
C 2.7959 -3.2617 4.6167 2.920 -1.557 -0.155
O 3.7766 -4.0039 4.4386 -1.727 -0.571 -0.466
N 1.4971 -3.4717 4.5216 -2.003 -3.726 -0.653
N 3.0152 -2.0493 5.0179 1.080 5.388 0.660
H 0.7526 -2.8324 4.7606 0.577 0.253 0.423
H 1.3264 -4.4636 4.6067 -0.718 0.046 -0.381
H 3.8112 -1.5717 4.6199 0.236 -0.401 0.369
H 2.1983 -1.4558 5.0429 0.052 0.318 0.411
C -4.4880 2.7499 -3.5714 2.652 -4.517 3.973
O -3.6513 1.9777 -3.0503 0.619 0.419 -0.856
N -5.7024 2.3508 -3.7426 -3.391 -1.796 -1.147
N -4.3118 3.9992 -3.7304 1.060 4.988 -1.563
H -5.8274 1.3634 -3.5709 -0.410 0.632 -0.010
H -6.4424 3.0063 -3.9496 -0.093 -0.650 0.048
H -4.9825 4.3521 -4.3981 0.613 0.979 0.000
H -3.3529 4.3157 -3.7516 -0.225 0.206 -0.099
C -0.4170 -5.4547 -3.0344 -2.682 -1.033 0.381
O -1.6475 -5.6170 -2.9542 -0.060 0.413 -0.081
N 0.3229 -4.7448 -2.2588 0.760 2.204 2.346
N 0.2757 -6.1001 -3.9168 1.041 -3.146 -4.131
H -0.2087 -4.0280 -1.7857 0.875 0.034 0.636
H 1.3148 -4.7766 -2.4461 -0.217 0.955 0.515
H 1.2749 -6.1432 -4.0572 -0.333 0.384 0.301
H -0.3020 -6.6583 -4.5290 0.407 -0.137 0.051
C -0.9471 -3.7311 1.1198 -0.258 -1.385 1.952
O -0.7526 -4.8249 1.5955 0.501 -1.605 0.041
N -2.0380 -3.0451 1.3668 -3.203 1.515 0.850
N -0.1135 -2.9840 0.4552 3.528 0.988 -2.719
H -2.1209 -2.1454 0.9152 -0.799 -0.011 0.204
H -2.7558 -3.4327 1.9623 0.422 0.028 -0.316
H -0.2811 -1.9950 0.3376 0.083 -0.067 0.039
H 0.8503 -3.2782 0.3870 -0.199 -0.166 0.063
C -2.8195 4.2532 0.0349 4.867 1.011 -2.103
O -3.2698 3.1470 -0.1415 -1.903 -2.784 0.593
N -3.4560 5.3872 0.1011 -4.206 0.423 0.641
N -1.5109 4.4846 -0.1190 1.786 -0.910 0.348
H -3.0966 6.3290 0.0386 -0.212 -0.528 0.005
H -4.3838 5.0568 -0.1226 -0.929 1.822 0.094
H -0.9848 3.6326 -0.2513 0.717 0.257 -0.254
H -1.1704 5.3985 -0.3817 0.238 -0.485 0.278
C 1.3044 4.8371 2.5000 4.150 2.526 2.080
O 1.6853 5.9523 2.9179 -0.331 -0.881 -1.156
N 2.1448 3.8902 2.0538 1.147 -0.899 -1.316
N 0.1043 4.4214 2.7471 -3.731 -0.856 0.157
H 3.1359 4.0505 1.9434 -0.424 0.520 -0.043
H 1.7926 3.0285 1.6620 -0.027 0.038 0.289
H -0.2311 3.5954 2.2723 -0.369 0.205 0.266
H -0.4798 5.1668 3.0982 -0.333 -0.480 -0.224
C -3.0731 -2.8080 -1.7760 1.765 1.512 -0.384
O -3.0481 -1.7648 -1.0631 -0.343 0.611 -0.910
N -2.6255 -2.9645 -3.0312 0.368 2.638 -1.890
N -3.3282 -3.9445 -1.2395 -2.232 -2.990 2.873
H -2.6104 -2.0965 -3.5473 0.291 0.252 -0.119
H -2.8520 -3.7157 -3.6673 -0.083 -0.431 0.863
H -3.7602 -3.8797 -0.3288 0.418 -0.497 -0.098
H -3.1552 -4.8345 -1.6845 0.200 0.094 -0.101
C -3.1071 2.3937 7.1509 5.415 -3.636 2.128
O -3.3103 1.7834 8.1883 -1.549 0.541 0.494
N -1.8256 2.3466 6.6653 0.614 0.609 0.019
N -3.9179 2.8790 6.3017 -4.728 1.958 -2.351
H -1.6738 2.5829 5.6951 0.611 -0.388 0.326
H -1.2494 1.6948 7.1782 0.312 0.301 -0.458
H -3.6177 3.4409 5.5179 -0.460 -0.184 0.317
H -4.8771 2.6629 6.5327 -0.150 0.751 -0.527
C 3.4179 1.8407 5.1630 3.768 -3.104 -0.697
O 2.5871 2.5967 5.4303 -4.981 4.115 1.998
N 3.9089 0.8997 5.9971 -0.418 -0.563 1.771
N 4.0358 1.8184 4.0062 1.854 -0.237 -3.574
H 3.4806 0.9877 6.9075 0.388 -0.767 0.007
H 4.5794 0.1844 5.7546 -0.271 0.364 0.374
H 4.7324 1.1166 3.8005 0.021 0.421 0.100
H 3.9508 2.5483 3.3134 -0.372 -0.246 0.464
C -0.3416 -0.4712 -3.3279 -1.774 -0.417 -0.615
O -1.4560 -0.0749 -3.0224 -2.408 1.321 2.052
N 0.3811 -1.3330 -2.6903 1.447 -1.393 2.602
N 0.0880 -0.2420 -4.5338 1.712 1.397 -3.095
H 1.3219 -1.4974 -3.0190 -0.583 -0.653 0.350
H -0.0926 -1.9138 -2.0134 0.551 0.221 0.288
H -0.5507 0.1749 -5.1959 0.561 0.273 0.111
H 1.0663 -0.4264 -4.7037 -0.382 0.119 -0.733
C -3.0378 -0.4129 -6.0812 -1.869 -0.238 -0.041
O -3.0426 -1.3286 -5.3175 0.039 -2.533 1.334
N -2.6981 0.7896 -5.7028 2.099 3.636 1.015
N -3.6459 -0.4387 -7.2651 -0.642 -0.315 -2.984
H -2.5820 0.9443 -4.7115 0.373 -0.034 0.287
H -2.4905 1.5524 -6.3314 -0.338 -0.201 0.130
H -4.3379 -1.1392 -7.4898 0.639 -0.048 -0.001
H -3.4517 0.2975 -7.9288 -0.456 -0.263 0.089
C 8.0347 -1.2707 -0.1664 -0.011 2.391 -0.020
O 8.7901 -0.3855 0.0545 3.010 2.918 0.601
N 8.3878 -2.4953 -0.1799 2.553 -6.096 0.575
N 6.7855 -1.0555 -0.4230 -4.758 0.062 -1.189
H 9.2784 -2.6709 0.2629 -0.142 -0.150 -0.226
H 7.8445 -3.3077 -0.4348 -0.120 0.481 0.098
H 6.1728 -1.8333 -0.2239 -0.558 0.530 -0.433
H 6.4800 -0.1627 -0.7832 -0.036 -0.226 0.670
C -6.1805 0.1469 -1.1570 1.044 0.085 1.197
O -5.0566 0.4393 -1.2064 6.890 2.140 -1.153
N -6.8105 0.0879 -0.0528 -4.011 -0.664 6.339
N -6.9286 -0.1625 -2.1305 -4.114 -1.656 -6.122
H -7.5557 -0.5913 0.0064 -0.027 0.355 0.344
H -6.4437 0.3992 0.8353 0.431 -0.176 -0.502
H -7.9221 -0.2573 -1.9758 0.278 0.053 -0.305
H -6.6283 -0.1927 -3.0943 0.139 -0.397 0.496
C 1.9708 3.0251 -3.1521 3.305 0.468 -1.564
O 2.6472 3.5459 -3.9986 1.527 1.053 -1.737
N 0.7813 3.3609 -2.8376 -5.001 1.124 1.096
N 2.3905 2.0554 -2.3580 1.489 -2.668 1.521
H 0.4870 2.7248 -2.1103 -1.528 1.047 0.250
H 0.4007 4.2847 -2.9855 0.202 -0.485 -0.127
H 3.3122 1.6454 -2.4074 -0.269 0.265 -0.420
H 1.7124 1.5387 -1.8164 0.577 -0.151 0.007
C 0.2453 -0.3584 4.1386 -1.088 2.259 -1.071
O 0.4486 -0.8788 5.1693 1.320 -2.565 5.732
N -0.2993 -0.9643 3.1454 -1.563 -2.852 -3.986
N 0.3567 0.9176 3.8779 0.615 2.441 1.395
H -0.1698 -0.4761 2.2708 -0.664 -0.960 -0.277
H -0.3465 -1.9732 3.1564 0.053 0.170 -0.351
H 0.2796 1.1444 2.8967 0.406 0.980 0.671
H 0.7845 1.4544 4.6187 0.280 0.582 -0.520
C 3.2211 -2.3185 -4.1743 -0.740 -2.194 -1.448
O 2.6004 -3.2542 -3.6782 -0.253 -0.255 0.414
N 3.5955 -1.2541 -3.5328 0.432 2.195 2.322
N 3.5357 -2.2427 -5.4591 0.206 -0.467 -1.800
H 3.4414 -1.4045 -2.5461 1.034 1.052 0.320
H 4.3391 -0.7000 -3.9330 -0.124 0.160 0.747
H 3.9828 -1.3815 -5.7393 -0.262 -0.586 -0.835
H 3.1518 -2.9503 -6.0691 0.382 0.421 -0.203
```
Positions in Å, forces in eV/Å.

Values from the calculation:
Orbital gap in hartree: 0.2676
Spin multiplicity: 1

These are the Löwdin partial charges, in e, on atoms 1 to 2:
1. Be 1.020
2. S 0.301



# 2
Molecular formula: C6H8N6O
Method: DFT, ωB97M-V with the def2-TZVPD basis set

```
21
Properties=species:S:1:pos:R:3:forces:R:3
C 0.7462 0.0548 -2.6556 -0.208 -0.129 0.137
C -0.5687 0.5226 -1.9978 0.562 -0.214 -0.131
C -1.4101 -0.6284 -1.4178 -0.604 0.151 -0.520
N -1.9123 -0.4033 -0.0582 0.722 0.561 -0.106
C -0.9737 -0.3073 0.9373 -0.319 -0.297 -0.193
N -1.3645 0.3049 2.0681 0.148 0.082 0.226
N -0.4909 0.3899 3.0326 -0.227 0.054 -0.153
C 0.6869 -0.1448 2.7955 0.256 -0.094 0.270
O 1.6023 -0.0453 3.8467 -0.118 0.139 -0.048
C 2.6783 0.6150 3.5330 0.284 -0.026 -0.303
N 3.6286 1.1838 3.2161 -0.192 -0.071 0.247
N 1.0877 -0.7808 1.7232 -0.113 0.012 -0.144
N 0.2274 -0.8653 0.7391 0.136 0.008 0.109
H 1.5764 0.6929 -2.3655 0.068 0.096 -0.150
H 0.6639 0.0368 -3.7396 0.081 0.061 -0.073
H 1.0006 -0.9554 -2.3385 0.042 -0.029 0.083
H -1.1539 1.0528 -2.7464 -0.119 0.143 0.084
H -0.3234 1.2475 -1.2209 -0.119 -0.029 0.138
H -0.8881 -1.5765 -1.4846 0.153 -0.031 0.301
H -2.2994 -0.7431 -2.0371 -0.079 -0.110 0.059
H -2.5048 0.4182 -0.0247 -0.355 -0.277 0.164
```
Positions in Å, forces in eV/Å.

Values from the calculation:
Orbital gap in hartree: 0.3177
Energy above the lowest of the compared OMol25 structures with the same formula, charge and spin in kcal/mol: 46.3
Spin multiplicity: 1
SMILES: CCCNc1nnc(OC#N)nn1

These are the natural (NBO) partial charges, in e, on atoms 1 to 2:
1. C -0.608
2. C -0.427



Number 1: E_tot -135900.349 eV, LUMO -1.351 eV. Number 2: E_tot -17336.273 eV, LUMO -1.413 eV.